{
  "formula": "C33H69N11O10",
  "method": "ωB97M-V/def2-TZVPD",
  "symbols": ["C", "C", "C", "C", "N", "O", "N", "O", "C", "C", "N", "C", "C", "O", "C", "C", "C", "C", "N", "H", "H", "H", "H", "H", "H", "H", "H", "H", "H", "H", "H", "H", "H", "H", "H", "H", "H", "H", "H", "C", "O", "N", "C", "C", "H", "H", "H", "H", "H", "H", "H", "C", "O", "N", "C", "C", "H", "H", "H", "H", "H", "H", "H", "C", "O", "N", "C", "C", "H", "H", "H", "H", "H", "H", "H", "C", "O", "N", "C", "C", "H", "H", "H", "H", "H", "H", "H", "C", "O", "N", "C", "C", "H", "H", "H", "H", "H", "H", "H", "C", "O", "N", "C", "C", "H", "H", "H", "H", "H", "H", "H", "C", "O", "N", "C", "C", "H", "H", "H", "H", "H", "H", "H"],
  "xyz": [[-0.628109, 2.488907, -3.132038], [0.211931, 1.776057, -4.337432], [-0.062404, 0.132163, -4.482377], [0.518413, -0.221310, -5.998684], [1.214663, -0.529789, -7.073998], [-1.549557, -0.018492, -4.630480], [-1.723155, -0.791978, -5.748985], [-2.161638, -1.906626, -5.412474], [0.574870, -0.756897, -3.269676], [1.687513, 0.120385, -2.377701], [2.718792, 0.716096, -1.821771], [-0.681366, -0.934947, -2.167213], [-0.127082, -1.283967, -0.639169], [-0.132743, -0.096463, 0.262324], [1.005309, -2.277713, -3.598942], [2.280325, -2.617234, -4.500106], [3.538901, -1.602427, -4.550408], [4.472897, -1.772450, -3.173264], [5.552232, -0.707167, -3.165083], [-0.773505, 3.648638, -3.238706], [-1.696949, 1.984201, -2.966037], [-0.046163, 2.305810, -2.107121], [1.366601, 2.041842, -4.365422], [-0.222158, 2.226917, -5.355085], [-1.350530, -1.840934, -2.531627], [-1.321982, 0.033364, -2.046064], [0.875395, -1.884873, -0.625112], [-0.949720, -2.016854, -0.178985], [0.809083, 0.207404, 0.457709], [0.055395, -2.805974, -4.096220], [1.133877, -2.851864, -2.559103], [2.700312, -3.686087, -4.172632], [1.913965, -2.781327, -5.624920], [4.260146, -1.949708, -5.436058], [3.266076, -0.486845, -4.774281], [5.040661, -2.815776, -3.292472], [3.781033, -1.772106, -2.228469], [5.295849, -0.022106, -2.395470], [5.524838, -0.218641, -4.101047], [3.191019, 0.807247, 1.680640], [2.543978, -0.089674, 2.205256], [3.377268, 2.069247, 2.203128], [4.159274, 3.077177, 1.518118], [2.772670, 2.399544, 3.476982], [3.693235, 0.663450, 0.710018], [4.992208, 3.375981, 2.161247], [3.521511, 3.942758, 1.316358], [4.554512, 2.694499, 0.573312], [3.151409, 1.712410, 4.239570], [1.688341, 2.276273, 3.399059], [3.006858, 3.429408, 3.760468], [4.114276, 6.568204, 0.347445], [3.467235, 5.671283, 0.872061], [4.300525, 7.830205, 0.869934], [5.082531, 8.838134, 0.184924], [3.695927, 8.160502, 2.143787], [4.616492, 6.424408, -0.623177], [5.915465, 9.136938, 0.828051], [4.444767, 9.703715, -0.016838], [5.477769, 8.455456, -0.759883], [4.074667, 7.473368, 2.906375], [2.611597, 8.037230, 2.065863], [3.930115, 9.190366, 2.427274], [-0.308467, 8.854741, 2.922218], [0.809943, 9.187648, 2.552507], [-0.584642, 7.868240, 3.844642], [-1.939750, 7.533390, 4.229678], [0.513475, 7.142643, 4.448783], [-1.214740, 9.341621, 2.526462], [-2.050592, 7.691149, 5.306481], [-2.125590, 6.482132, 3.990927], [-2.665344, 8.155702, 3.699059], [1.164443, 7.851150, 4.969741], [1.089818, 6.648384, 3.661018], [0.140970, 6.396390, 5.156014], [-1.460884, -4.449510, 0.709078], [-0.523162, -4.252141, -0.052550], [-1.360480, -4.965116, 1.983595], [-2.521797, -5.168862, 2.824145], [-0.053456, -5.314764, 2.500098], [-2.498482, -4.218768, 0.417264], [-2.406568, -4.575915, 3.736182], [-2.590210, -6.229894, 3.081462], [-3.437900, -4.864120, 2.311112], [0.580144, -4.422750, 2.498631], [0.397444, -6.068165, 1.847325], [-0.132507, -5.708476, 3.517235], [-4.935919, 9.517993, 3.747237], [-5.292760, 8.362328, 3.558936], [-5.674733, 10.487844, 4.390564], [-5.179726, 11.836243, 4.573546], [-6.987500, 10.149739, 4.900139], [-3.954864, 9.881757, 3.400521], [-5.135824, 12.054480, 5.644584], [-5.865262, 12.534014, 4.083817], [-4.181641, 11.951487, 4.142433], [-6.889540, 9.334286, 5.623037], [-7.615203, 9.811358, 4.070365], [-7.449680, 11.015600, 5.382322], [-1.489172, -8.409691, 0.378059], [-1.952885, -8.648714, 1.485394], [-0.597390, -9.209130, -0.304546], [-0.094431, -8.854523, -1.615263], [-0.148042, -10.442801, 0.306586], [-1.763784, -7.497780, -0.176930], [-0.368695, -9.641382, -2.324001], [0.994938, -8.768585, -1.564555], [-0.514127, -7.903639, -1.954366], [-1.015842, -11.079814, 0.502225], [0.340739, -10.211544, 1.257718], [0.552515, -10.966463, -0.349788], [-3.074136, -11.166118, -3.426287], [-1.955726, -10.833213, -3.795997], [-3.350312, -12.152621, -2.503862], [-4.705420, -12.487470, -2.118826], [-2.252194, -12.878218, -1.899721], [-3.980409, -10.679238, -3.822042], [-4.816261, -12.329711, -1.042024], [-4.891258, -13.538728, -2.357577], [-5.431013, -11.865158, -2.649445], [-1.601226, -12.169710, -1.378762], [-1.675851, -13.372476, -2.687486], [-2.624699, -13.624470, -1.192490]],
  "forces_ev_per_angstrom": [[0.2, -0.8, 1.6], [-0.9, 0.7, -1.4], [1.1, 2.3, -1.7], [6.4, -2.6, -7.0], [-6.7, 3.1, 10.2], [2.5, 0.4, 1.3], [-2.4, -5.6, 0.9], [1.4, 4.5, -1.7], [-1.4, 0.2, 2.0], [7.8, 3.6, 2.4], [-9.9, -5.5, -5.0], [0.4, -0.3, 1.0], [-1.4, -0.7, 0.4], [1.7, -0.9, -1.3], [-0.2, -1.1, 0.7], [0.5, -0.8, -1.8], [0.9, -0.9, 0.4], [-0.3, -0.6, -1.6], [-1.6, 0.5, 0.5], [0.4, -2.4, -0.2], [2.3, 1.2, -0.7], [-1.3, 0.5, -2.2], [-2.4, -0.8, 0.4], [0.9, -1.1, 2.1], [1.4, 2.0, 0.7], [1.3, -1.9, -0.4], [-1.8, 1.3, 0.0], [2.0, 1.8, -1.1], [-1.7, -0.9, -0.4], [2.0, 1.4, 1.1], [-0.4, 1.5, -2.1], [-1.0, 2.3, -0.6], [0.8, 0.4, 2.5], [-1.7, 0.8, 1.8], [0.3, -2.1, 0.7], [-1.5, 2.0, 0.5], [1.6, 0.1, -1.7], [0.5, -0.9, -1.6], [0.0, -0.5, 1.7], [0.2, 1.0, 0.6], [0.0, 0.5, -0.1], [-0.1, -1.7, -0.7], [-0.4, 0.0, 0.1], [-0.1, -0.3, 0.0], [0.0, 0.1, 0.1], [0.1, 0.1, -0.1], [0.5, -0.6, 0.1], [-0.1, -0.1, 0.1], [-0.2, 0.1, 0.1], [0.1, 0.0, 0.2], [0.0, -0.2, -0.2], [0.0, 1.0, 0.6], [0.1, 1.5, -0.3], [0.0, -1.5, -0.9], [-0.1, -0.1, 0.2], [-0.3, -0.4, 0.1], [0.0, 0.1, 0.0], [0.0, 0.1, -0.2], [0.2, 0.0, -0.1], [-0.1, 0.0, 0.2], [-0.1, 0.1, 0.1], [0.3, 0.2, 0.2], [-0.1, -0.2, -0.2], [0.2, -0.7, 0.6], [-0.7, -0.3, 0.4], [0.1, 1.2, -1.0], [0.2, 0.0, 0.0], [0.3, 0.1, -0.2], [-0.1, -0.1, 0.1], [-0.2, -0.1, -0.1], [-0.2, 0.1, 0.1], [0.2, -0.2, 0.1], [0.1, -0.2, 0.0], [0.1, 0.0, 0.2], [0.0, 0.2, -0.2], [0.4, -0.5, 0.9], [-0.3, -0.4, 0.5], [-0.4, 0.6, -1.5], [0.2, -0.1, 0.1], [0.2, 0.1, -0.2], [0.0, 0.0, 0.1], [-0.2, -0.1, 0.0], [-0.1, 0.1, 0.0], [0.2, 0.0, 0.0], [0.1, -0.2, 0.1], [0.1, 0.1, 0.2], [-0.1, 0.1, -0.2], [-0.9, 0.1, 0.4], [0.1, 0.9, 0.3], [1.0, -0.8, -0.7], [-0.2, -0.1, 0.0], [0.0, -0.3, -0.1], [0.0, 0.2, 0.0], [0.1, 0.2, -0.1], [0.2, 0.1, 0.1], [-0.2, -0.1, 0.0], [-0.2, 0.1, -0.1], [-0.1, 0.0, 0.2], [0.2, -0.1, -0.1], [0.6, -0.7, -0.2], [0.4, -0.1, -0.5], [-1.0, 1.0, 0.6], [0.1, -0.2, -0.1], [-0.2, 0.1, 0.3], [0.1, 0.0, -0.1], [0.1, 0.2, -0.1], [0.0, 0.1, -0.2], [0.0, -0.1, 0.1], [0.2, -0.1, 0.1], [0.0, -0.2, 0.0], [-0.2, 0.2, 0.0], [0.3, -0.6, 0.5], [-0.6, -0.4, 0.5], [0.0, 1.1, -1.0], [0.2, -0.1, 0.1], [0.2, 0.2, -0.2], [0.0, -0.1, 0.1], [-0.2, -0.1, -0.1], [-0.2, 0.1, 0.1], [0.2, -0.1, 0.1], [0.0, -0.2, 0.0], [0.1, 0.0, 0.2], [0.0, 0.2, -0.2]],
  "total_charge": 0,
  "homo_lumo_gap_ev": 7.4,
  "lumo_energy_ev": -1.066,
  "fmax_ev_per_a": 12.5,
  "smiles": "CC[C@](C#N)(ON=O)[C@@](C#N)(CCO)CCCCN.CN(C)C=O.CN(C)C=O.CN(C)C=O.CN(C)C=O.CN(C)C=O.CN(C)C=O.CN(C)C=O",
  "total_energy_ha": -2653.0692,
  "e_homo_ev": -8.5
}